# 1
Below is the molecule C5H7NOS, with properties calculated with wB97M-V/def2-TZVPD.

For the energy above the lowest of the compared OMol25 structures with the same formula, charge and spin, the calculation gives 60.9 kcal per mole. The HOMO energy comes out at -9.36 eV. For the electronic energy, the calculation gives -19668.96040 eV. The orbital gap comes out at 9.93 eV.

```
15
Properties=species:S:1:pos:R:3:forces:R:3
C 0.356 -0.093 0.340 -0.5 -0.9 -0.1
C 2.586 -0.876 0.686 1.3 -1.1 0.7
C 1.745 0.149 0.715 -0.3 -2.2 -1.4
C -1.804 0.757 0.347 0.5 -2.2 -1.8
C -1.917 1.043 -1.126 1.4 -0.6 -0.1
N -0.416 0.822 0.697 -1.8 0.5 0.7
O -0.955 0.991 -1.847 -0.3 0.5 -0.3
S -0.241 -1.710 -0.413 0.7 0.9 0.3
H 3.642 -0.761 1.040 -1.0 -0.2 -0.5
H 2.237 -1.948 0.427 0.6 2.1 0.5
H 1.838 1.188 0.891 1.0 0.7 0.6
H -2.516 1.276 0.891 -0.7 1.7 1.5
H -2.271 -0.271 0.351 0.7 0.4 0.1
H -2.897 1.110 -1.540 -1.3 0.4 -0.4
H 0.613 -1.675 -1.459 -0.2 0.1 0.3
```
Forces are in eV/Å.

# 2
Below is a structure of composition C3H3N2OS, with properties calculated with wB97M-V/def2-TZVPD.

As for the net charge: -1. For the energy above the lowest of the compared OMol25 structures with the same formula, charge and spin, the calculation gives 0.0 kcal per mole. The HOMO energy (spin up / spin down) comes out at -0.80 / -5.75 eV. For the electronic energy, the calculation gives -19019.46411 eV. As for the spin multiplicity: 3. The orbital gap (spin up / spin down) comes out at 4.37 / 9.30 eV.

```
10
Properties=species:S:1:pos:R:3:forces:R:3
C 0.492 -0.218 -0.892 -0.7 -2.3 2.0
C 0.263 -1.594 -1.057 -0.8 0.8 2.3
C 0.294 0.199 0.364 -0.2 1.4 2.0
N -0.264 -2.212 -0.005 0.6 -0.5 -1.2
N -0.724 2.740 1.274 0.6 0.4 -0.2
O -1.866 2.651 1.742 -0.5 -0.1 0.2
S -0.401 -1.186 1.245 0.6 2.1 -0.4
H 0.918 0.417 -1.527 1.6 2.2 -3.0
H 0.729 -2.101 -1.825 0.1 -1.5 -1.9
H 0.559 1.305 0.681 -1.4 -2.4 0.1
```
Forces are in eV/Å.

# 3
Below is a cluster of 2 separate species, C3H8O2 in total, with properties calculated with wB97M-V/def2-TZVPD.

As for the net charge: +1. For the energy above the lowest of the compared OMol25 structures with the same formula, charge and spin, the calculation gives 30.6 kcal per mole. The HOMO energy (spin up / spin down) comes out at -14.85 / -14.85 eV. For the electronic energy, the calculation gives -7325.26423 eV. As for the spin multiplicity: 2. The orbital gap (spin up / spin down) comes out at 9.42 / 6.48 eV.

```
13
Properties=species:S:1:pos:R:3:forces:R:3
C 0.108 1.801 -0.418 1.3 1.8 1.2
C 0.652 0.581 -0.732 -2.8 -5.3 2.0
O 0.053 -0.592 -0.049 2.9 3.4 -2.8
C 1.668 0.287 -1.729 -1.4 -2.3 -1.9
H 0.328 2.568 -1.138 -0.4 0.5 -0.3
H 0.017 2.140 0.640 -0.7 -0.6 -0.9
H -0.864 -0.469 0.258 0.0 0.4 0.3
H 2.201 1.070 -2.217 0.0 1.0 0.0
H 1.196 -0.414 -2.576 0.3 1.6 1.5
H 2.370 -0.452 -1.420 0.7 -0.5 1.0
H -1.259 -1.458 2.903 -0.9 -0.2 -0.4
H -2.791 -1.856 2.881 1.7 0.7 -1.3
O -2.025 -1.551 2.292 -0.7 -0.3 1.6
```
Forces are in eV/Å.

# 4
Below is a cluster of 3 separate species, C18H42 in total, with properties calculated with wB97M-V/def2-TZVPD.

For the energy above the lowest of the compared OMol25 structures with the same formula, charge and spin, the calculation gives 0.0 kcal per mole. The HOMO energy comes out at -10.67 eV. For the electronic energy, the calculation gives -19345.43181 eV. The orbital gap comes out at 11.45 eV.

```
60
Properties=species:S:1:pos:R:3:forces:R:3
C 6.685 -3.405 -1.321 1.0 -0.7 -0.5
C 6.651 -4.415 -0.167 -0.8 1.4 0.4
C 6.924 -3.664 1.189 -0.4 -1.4 0.3
C 5.924 -2.623 1.587 -0.7 1.4 -2.0
C 5.783 -2.299 3.031 -0.5 0.0 1.7
C 4.950 -1.025 3.375 -0.6 -1.0 -0.1
H 6.154 -2.468 -1.152 0.5 0.1 0.7
H 6.146 -3.760 -2.200 0.4 -0.5 -0.2
H 7.750 -3.300 -1.527 -0.1 0.9 -0.6
H 5.660 -4.818 -0.377 -0.5 -0.3 1.6
H 7.306 -5.285 -0.212 0.4 0.3 -0.6
H 7.939 -3.276 1.271 0.2 0.0 -0.5
H 6.845 -4.373 2.013 0.3 -0.6 0.0
H 6.051 -1.684 1.049 0.5 0.2 -0.2
H 4.982 -2.969 1.160 -0.5 -0.1 0.3
H 5.236 -3.154 3.429 0.0 -0.1 0.5
H 6.724 -2.314 3.581 0.3 0.2 -0.3
H 3.921 -1.376 3.446 -0.4 0.3 -0.6
H 5.036 -0.603 4.376 0.9 -0.1 0.0
H 5.027 -0.238 2.625 0.1 0.0 0.1
C -0.171 1.930 2.826 -0.4 -0.9 0.9
C -0.603 0.584 2.276 -1.6 -0.6 -1.2
C -2.152 0.310 2.085 1.0 0.5 -0.4
C -2.550 -1.166 1.794 0.3 0.6 1.0
C -1.736 -2.108 0.894 0.2 1.4 -0.6
C -2.254 -3.521 0.866 -0.4 -0.3 0.6
H -0.555 2.852 2.389 0.3 -0.3 -0.8
H 0.907 1.775 2.784 0.2 1.2 0.4
H -0.549 2.005 3.846 0.5 0.0 0.4
H -0.051 0.449 1.345 -0.4 0.0 -0.6
H -0.156 -0.231 2.846 -0.2 0.1 0.7
H -2.597 1.044 1.413 0.3 -0.1 -0.7
H -2.698 0.569 2.992 0.3 -0.1 0.5
H -2.487 -1.481 2.836 -0.1 -1.2 0.0
H -3.616 -1.175 1.569 0.0 -0.2 -0.3
H -1.691 -1.752 -0.135 -0.4 0.4 -0.1
H -0.685 -2.045 1.176 0.1 -0.3 0.3
H -2.025 -4.052 -0.057 0.4 -0.1 0.2
H -1.895 -4.041 1.754 0.1 -0.4 -0.2
H -3.341 -3.530 0.943 -0.1 0.1 0.0
C -6.696 4.889 -1.942 -0.1 -0.8 -0.1
C -5.423 5.478 -2.564 -0.4 -1.4 -0.8
C -4.745 4.557 -3.656 0.1 0.3 1.2
C -4.353 3.181 -3.076 1.5 -0.5 -1.2
C -3.144 2.543 -3.923 -1.2 -1.5 0.2
C -2.764 1.027 -3.571 -0.7 1.7 1.1
H -6.474 4.244 -1.092 0.1 0.4 0.4
H -7.185 4.160 -2.588 -0.2 0.3 -0.5
H -7.430 5.646 -1.665 0.1 -0.1 0.1
H -5.661 6.458 -2.977 0.3 0.0 0.0
H -4.686 5.530 -1.763 0.1 0.6 -0.1
H -3.838 5.110 -3.902 0.3 -0.2 -0.2
H -5.254 4.417 -4.610 -0.5 0.2 0.2
H -4.045 3.324 -2.040 0.2 -0.1 0.1
H -5.162 2.451 -3.070 -0.2 0.2 0.0
H -3.486 2.363 -4.942 0.0 1.1 -0.3
H -2.307 3.240 -3.891 0.1 -0.3 -0.1
H -2.839 1.006 -2.484 0.5 -0.6 0.2
H -3.509 0.320 -3.933 -0.1 0.2 -0.2
H -1.789 0.692 -3.926 0.0 0.3 0.1
```
Forces are in eV/Å.

# 5
Below is the ion C4H10NS with charge -1, with properties calculated with wB97M-V/def2-TZVPD.

As for the net charge: -1. For the energy above the lowest of the compared OMol25 structures with the same formula, charge and spin, the calculation gives 2.1 kcal per mole. The HOMO energy comes out at -2.25 eV. For the electronic energy, the calculation gives -16636.01838 eV. The orbital gap comes out at 5.81 eV.

```
16
Properties=species:S:1:pos:R:3:forces:R:3
C -0.009 0.660 -0.831 0.1 -0.1 0.2
N -0.236 -0.709 -0.399 0.2 -0.1 -0.3
C -0.714 -0.882 0.978 0.1 0.6 0.1
C 0.131 -0.292 2.112 -0.1 -0.5 -0.3
S -0.743 -0.394 3.697 0.0 0.0 0.2
C 0.469 0.710 -2.267 0.5 0.2 -0.7
H -0.937 1.214 -0.744 -0.4 0.0 0.0
H 0.693 1.197 -0.183 0.1 0.1 -0.1
H 0.624 -1.232 -0.522 0.0 0.0 0.0
H -0.852 -1.942 1.142 -0.2 -0.3 0.1
H -1.676 -0.382 1.060 -0.3 -0.1 -0.1
H 0.345 0.734 1.831 0.2 0.3 0.2
H 1.077 -0.847 2.161 0.1 0.1 0.0
H 1.551 0.568 -2.383 0.0 0.0 0.3
H 0.031 -0.066 -2.891 -0.4 -0.2 0.1
H 0.247 1.663 -2.761 0.0 0.0 0.2
```
Forces are in eV/Å.

# 6
Below is a cluster of 2 separate species, C2H2IN in total, with properties calculated with wB97M-V/def2-TZVPD.

For the energy above the lowest of the compared OMol25 structures with the same formula, charge and spin, the calculation gives 91.8 kcal per mole. The HOMO energy (spin up / spin down) comes out at -10.51 / -9.58 eV. For the electronic energy, the calculation gives -11692.16300 eV. The orbital gap (spin up / spin down) comes out at 8.92 / 6.12 eV.

```
6
Properties=species:S:1:pos:R:3:forces:R:3
C -0.917 -1.550 -0.435 -1.4 -0.7 -0.9
C -0.277 -0.322 -0.080 0.6 1.3 0.4
N -1.633 -0.685 -0.926 0.8 -0.7 0.5
I 2.900 -2.217 -0.485 0.0 0.0 0.0
H -0.436 0.109 0.896 0.0 0.1 0.1
H 0.546 0.049 -0.666 0.1 0.1 -0.1
```
Forces are in eV/Å.

# 7
Below is the ion C4H6N2 with charge +2, with properties calculated with wB97M-V/def2-TZVPD.

As for the net charge: +2. For the energy above the lowest of the compared OMol25 structures with the same formula, charge and spin, the calculation gives 67.8 kcal per mole. The HOMO energy comes out at -21.90 eV. For the electronic energy, the calculation gives -7201.65825 eV. The orbital gap comes out at 8.69 eV.

```
12
Properties=species:S:1:pos:R:3:forces:R:3
C -1.569 0.697 -0.018 0.7 3.6 0.3
C -0.628 -1.217 -0.033 0.7 -0.1 0.2
C 1.739 -0.543 -0.011 1.2 2.7 0.7
C -0.020 1.049 0.036 -4.1 1.9 0.0
N -1.738 -0.562 0.045 -1.0 -3.5 -0.3
N 0.499 -0.268 -0.058 -0.9 -0.3 -1.1
H -2.485 1.380 -0.238 1.8 -0.8 0.5
H -0.525 -2.341 -0.017 0.2 1.2 0.0
H 2.605 0.169 0.181 -1.4 -0.5 -0.5
H 1.894 -1.522 -0.089 1.5 -4.1 -0.3
H -0.081 1.804 -0.844 1.6 -1.1 1.1
H 0.308 1.354 1.048 -0.3 1.2 -0.6
```
Forces are in eV/Å.

# 8
Below is a cluster of 2 separate species, C3H10N3 in total, with properties calculated with wB97M-V/def2-TZVPD.

As for the net charge: +1. For the energy above the lowest of the compared OMol25 structures with the same formula, charge and spin, the calculation gives 71.4 kcal per mole. The HOMO energy comes out at -13.13 eV. For the electronic energy, the calculation gives -7735.16862 eV. The orbital gap comes out at 9.62 eV.

```
16
Properties=species:S:1:pos:R:3:forces:R:3
C 0.859 -0.034 -1.335 -3.0 1.2 0.5
C -0.121 0.944 -1.545 1.2 -0.7 -1.1
C -0.262 -1.340 1.684 0.0 1.1 0.4
N 0.048 1.966 -2.353 -2.0 2.1 0.8
N 0.320 -0.268 1.257 -0.5 -0.2 -0.2
N -0.985 -1.374 2.785 0.3 2.3 0.1
H 1.751 0.175 -1.750 3.3 0.7 -0.8
H 0.648 -1.033 -1.485 -1.1 -2.2 -0.6
H -0.978 0.882 -0.865 -0.4 0.4 -1.0
H -0.719 2.653 -2.311 0.6 -0.3 -0.1
H 0.853 2.374 -2.842 -0.1 -1.3 0.4
H 0.197 0.619 1.789 0.0 -1.2 -0.1
H 0.478 -0.179 -0.214 2.2 0.3 1.3
H -1.025 -0.530 3.334 -0.1 -0.1 0.2
H -1.282 -2.185 3.195 -0.9 -2.3 1.0
H -0.267 -2.300 1.180 0.5 0.2 -0.6
```
Forces are in eV/Å.

# 9
Below is a cluster of 2 separate species, C4H9O2 in total, with properties calculated with wB97M-V/def2-TZVPD.

As for the net charge: -2. For the energy above the lowest of the compared OMol25 structures with the same formula, charge and spin, the calculation gives 4.8 kcal per mole. The HOMO energy (spin up / spin down) comes out at 4.15 / -1.41 eV. For the electronic energy, the calculation gives -8386.15865 eV. As for the spin multiplicity: 2. The orbital gap (spin up / spin down) comes out at 2.75 / 8.22 eV.

```
15
Properties=species:S:1:pos:R:3:forces:R:3
C 0.487 -0.378 2.161 -0.3 -0.1 -0.2
C -1.015 -0.165 1.977 -0.1 0.2 0.5
H 0.977 -0.454 1.184 0.0 0.2 0.1
H 0.974 0.395 2.762 0.0 0.0 0.0
H 0.594 -1.349 2.642 0.4 -0.1 0.3
H -1.567 -0.044 2.933 0.3 -0.1 -0.2
H -1.405 -1.066 1.491 -0.2 0.2 -0.2
H -1.240 0.731 1.392 -0.1 -0.2 -0.2
C -0.195 -0.059 -2.458 -0.7 0.5 0.0
C 1.053 0.825 -2.191 -0.1 -0.6 -0.2
O 2.151 0.274 -2.461 0.1 0.2 0.1
O 0.819 1.988 -1.813 0.1 0.3 0.0
H 0.014 -1.127 -2.478 0.1 0.0 -0.3
H -0.637 0.324 -3.393 0.3 -0.5 -0.1
H -1.010 0.104 -1.749 0.3 0.1 0.4
```
Forces are in eV/Å.

# 10
Below is a cluster of 2 separate species, C19H15F3N2O2S2 in total, with properties calculated with wB97M-V/def2-TZVPD.

The HOMO energy comes out at -8.15 eV. For the electronic energy, the calculation gives -56841.94371 eV. The orbital gap comes out at 6.78 eV.

```
43
Properties=species:S:1:pos:R:3:forces:R:3
C 3.163 1.448 2.062 0.2 0.3 0.0
S 2.299 0.208 1.100 -0.9 -0.6 0.6
C 3.535 -1.090 1.055 -0.1 -0.3 -0.4
C 0.862 -0.784 2.442 0.5 -0.6 -2.0
C -0.501 -0.650 1.844 -0.2 0.2 -0.3
C -1.397 -1.716 1.993 0.1 0.0 -0.3
C -2.708 -1.588 1.544 0.2 -0.1 0.2
C -3.139 -0.384 0.972 0.7 0.0 0.1
C -4.486 -0.257 0.509 -2.6 0.1 -1.0
N -5.586 -0.185 0.117 2.4 -0.1 0.9
C -2.249 0.693 0.858 0.3 0.1 0.2
C -0.945 0.573 1.336 -0.1 -0.3 -0.2
H 2.458 2.108 2.579 0.1 -0.2 -0.1
H 3.875 0.999 2.767 -0.3 -0.1 0.0
H 3.690 2.018 1.284 -0.1 0.0 0.3
H 3.265 -1.725 0.198 0.2 0.1 0.3
H 4.493 -0.599 0.874 0.0 -0.2 0.1
H 3.564 -1.657 1.989 0.1 0.3 0.0
H 1.393 -1.744 2.351 -0.7 0.1 0.1
H -1.058 -2.626 2.492 -0.2 0.2 -0.3
H -3.394 -2.431 1.643 0.1 0.3 0.0
H -2.564 1.628 0.399 -0.1 -0.2 0.2
H -0.256 1.422 1.321 -0.3 -0.2 -0.2
F -0.114 -2.268 4.699 1.1 0.3 0.3
C 1.037 -1.570 4.983 0.4 -0.1 0.5
F 1.030 -1.247 6.281 -0.4 -0.3 -1.3
F 2.091 -2.387 4.759 -1.0 0.4 -0.1
S 1.029 -0.041 3.933 0.2 0.5 2.3
N 3.061 0.308 5.511 -0.3 0.3 -0.7
C 4.336 -0.046 5.180 -0.8 0.1 0.4
O 4.747 -0.496 4.095 -0.5 0.3 0.5
C 5.174 0.232 6.385 1.2 0.1 0.1
C 4.365 0.823 7.332 0.4 0.3 0.9
C 4.870 1.261 8.548 0.1 -0.1 -0.1
C 6.248 1.109 8.773 0.1 -0.3 -0.5
C 7.081 0.523 7.790 -0.5 0.2 0.3
C 6.541 0.078 6.574 -0.3 0.1 0.3
C 2.984 0.917 6.749 0.0 -0.1 -0.2
O 2.002 1.449 7.257 0.8 -0.6 -0.5
H 4.184 1.706 9.273 0.4 -0.1 -0.1
H 6.682 1.455 9.711 -0.1 -0.1 -0.2
H 8.152 0.428 7.978 -0.3 0.0 0.0
H 7.137 -0.376 5.782 0.0 0.1 0.3
```
Forces are in eV/Å.

# 11
Below is a structure of composition C4H6NS, with properties calculated with wB97M-V/def2-TZVPD.

As for the net charge: +1. For the energy above the lowest of the compared OMol25 structures with the same formula, charge and spin, the calculation gives 4.3 kcal per mole. The HOMO energy comes out at -14.93 eV. For the electronic energy, the calculation gives -16562.38442 eV. The orbital gap comes out at 10.47 eV.

```
12
Properties=species:S:1:pos:R:3:forces:R:3
C -0.809 -0.446 -1.584 0.3 -0.3 -0.2
C -0.801 0.307 -0.411 0.3 -0.2 -0.2
C 0.351 -1.173 -1.705 -0.1 0.1 0.2
C 0.512 0.800 2.015 -0.1 -1.1 -3.4
N 0.316 0.146 0.269 0.2 1.6 4.0
S 1.398 -0.908 -0.398 -0.5 0.0 -0.4
H -1.617 -0.462 -2.290 -0.1 0.0 -0.1
H -1.592 0.951 -0.063 0.0 0.1 0.2
H 0.621 -1.845 -2.498 0.1 -0.1 -0.2
H -0.416 0.502 2.474 -0.1 -0.1 0.0
H 1.392 0.273 2.344 0.1 -0.1 0.1
H 0.646 1.856 1.848 0.0 0.1 -0.1
```
Forces are in eV/Å.